1.
The following is a DFT calculation (wB97M-V/def2-TZVPD) of a molecular structure, C36H27ClNO3Ru in a non-equilibrium geometry.

Output
- Charge: +1
- Total energy: -60499.8101 eV
- Kohn-Sham gap (alpha / beta): 0.240 / 0.231 hartree
- Multiplicity: 5

Geometry (Å):
Ru1 0.7215 -0.9449 -0.6094
O1 -0.0476 1.2104 -1.1319
C1 -1.4014 1.2662 -1.6603
C2 -1.8972 -0.2389 -1.9094
O2 -2.9910 -0.3970 -2.3736
O3 -1.0245 -1.1309 -1.5694
C3 -2.2664 1.9162 -0.5975
C4 -2.2978 3.3046 -0.4827
C5 -3.0337 3.9059 0.5265
C6 -3.7354 3.1269 1.4347
C7 -3.6803 1.7445 1.3472
C8 -2.9466 1.1415 0.3363
C9 -1.4000 1.8887 -3.0364
C10 -2.4980 2.5902 -3.5250
C11 -2.4798 3.0969 -4.8146
C12 -1.3781 2.9023 -5.6344
C13 -0.2940 2.1760 -5.1681
C14 -0.3087 1.6645 -3.8802
H1 0.4950 1.8308 -1.6409
H2 -1.7481 3.9172 -1.1867
H3 -3.0626 4.9853 0.6026
H4 -4.3281 3.5972 2.2087
H5 -4.2151 1.1307 2.0609
H6 -2.9189 0.0604 0.2727
H7 -3.3692 2.7193 -2.8993
H8 -3.3366 3.6446 -5.1844
H9 -1.3705 3.2997 -6.6406
H10 0.5565 1.9919 -5.8114
H11 0.5223 1.0503 -3.5489
C15 0.7637 -5.1200 -1.5751
C16 1.9633 -5.5098 -0.9894
C17 2.7997 -4.5749 -0.4021
C18 2.4348 -3.2314 -0.3922
C19 1.2062 -2.8498 -0.9573
C20 0.3790 -3.7861 -1.5568
C21 3.2430 -2.1492 0.1647
C22 4.5401 -2.3360 0.6738
C23 5.2494 -1.2702 1.1406
C24 4.6748 0.0200 1.1183
C25 5.3594 1.1647 1.5780
C26 4.7631 2.3935 1.5478
C27 3.4483 2.5206 1.0657
C28 2.7598 1.4271 0.6139
C29 3.3600 0.1523 0.6133
N1 2.6688 -0.9371 0.1393
H12 0.1222 -5.8593 -2.0353
H13 2.2478 -6.5534 -0.9915
H14 3.7268 -4.9034 0.0481
H15 -0.5547 -3.4755 -2.0075
H16 4.9589 -3.3302 0.6773
H17 6.2503 -1.3994 1.5330
H18 6.3677 1.0449 1.9540
H19 5.2938 3.2659 1.9028
H20 2.9774 3.4946 1.0545
H21 1.7390 1.5288 0.2721
Cl1 -1.5651 -3.7852 2.2877
C30 -1.9531 -2.3657 3.1922
C31 -2.8407 -2.4563 4.2406
C32 -3.1629 -1.3220 4.9777
C33 -2.5987 -0.0865 4.6505
C34 -1.7161 0.0133 3.6070
C35 -1.3427 -1.1258 2.8375
C36 -0.4280 -1.0189 1.8002
H22 -3.2884 -3.4102 4.4825
H23 -3.8560 -1.3993 5.8039
H24 -2.8625 0.7934 5.2216
H25 -1.2855 0.9708 3.3400
H26 -0.1514 -1.9316 1.2686
H27 0.0426 -0.0532 1.6161

Forces on atoms 1 to 2 (eV/Å):
-1.099 0.247 -0.981
0.605 -0.377 0.104

=====

2.
The following is a DFT calculation (wB97M-V/def2-TZVPD) of C6H9ClN2OS in the gas phase in a non-equilibrium geometry.

Output
- Charge: 0
- Total energy: -34749.6711 eV
- Kohn-Sham gap: 0.335 hartree

Geometry (Å):
C1 0.4769 0.3482 0.3096
C2 -0.8336 0.6248 0.5289
C3 0.3503 -1.2784 0.0318
C4 -1.1945 2.0143 0.8108
C5 -1.5301 -2.8559 0.1898
C6 2.0597 1.4172 -1.5178
N1 -1.6866 -0.4360 0.5021
N2 -0.9441 -1.5166 0.2318
O1 3.1139 0.4438 0.9438
S1 2.0836 1.2955 0.3789
Cl1 1.5077 -2.3793 -0.2690
H1 -1.1768 2.6964 -0.0151
H2 -2.3243 2.0829 1.0731
H3 -0.6126 2.5521 1.6135
H4 -2.0424 -2.9688 -0.6842
H5 -0.9731 -3.7061 0.5787
H6 -2.3186 -2.6772 0.8467
H7 1.0346 1.2118 -1.8745
H8 2.6657 0.6966 -1.8943
H9 2.3442 2.4348 -1.7848

Forces on atoms 1 to 2 (eV/Å):
1.581 -6.225 -0.903
0.212 -0.155 0.269

=====

3.
The following is a DFT calculation (wB97M-V/def2-TZVPD) of C3H4O2 in the gas phase in a non-equilibrium geometry.

Output
- Charge: 0
- Total energy: -7266.8604 eV
- Kohn-Sham gap (alpha / beta): 0.313 / 0.275 hartree

Geometry (Å):
O1 -1.5420 -1.3305 1.3292
C1 -0.9620 -0.5356 0.6144
C2 0.1461 0.3099 0.9329
C3 0.7806 0.2493 -1.1431
O2 0.6334 1.0274 -0.1096
H1 -1.3147 -0.3154 -0.4370
H2 0.4350 0.6511 1.9164
H3 1.1512 -0.7534 -0.9810
H4 0.6725 0.6971 -2.1222

Forces on atoms 1 to 2 (eV/Å):
0.189 0.194 -0.061
-0.131 -0.111 -0.076

=====

4.
The following is a DFT calculation (wB97M-V/def2-TZVPD) of 2 unconnected molecules or ions with the total composition C4H7N2 in a non-equilibrium geometry.

Output
- Charge: +1
- Total energy: -7228.2209 eV
- Kohn-Sham gap: 0.306 hartree

Geometry (Å):
C1 -3.1381 0.1126 -0.7094
C2 -1.9856 0.4622 -0.2138
C3 -0.2004 0.0516 1.3266
C4 1.1372 -0.2985 -1.6322
N1 -1.1397 0.3948 0.6669
N2 0.5494 0.2109 2.2640
H1 -3.4688 0.3476 -1.5545
H2 -4.1079 0.1916 -0.1035
H3 1.3689 0.4170 -2.4201
H4 0.0901 -0.3391 -1.5032
H5 1.7969 -1.2462 -1.6291
H6 1.1082 0.4099 3.0160
H7 1.1478 0.4608 -0.5749

Forces on atoms 1 to 2 (eV/Å):
0.919 0.354 6.486
-2.313 -2.014 1.111

=====

5.
The following is a DFT calculation (wB97M-V/def2-TZVPD) of C5H11NO in the gas phase in a non-equilibrium geometry.

Output
- Charge: 0
- Total energy: -8898.7445 eV
- Kohn-Sham gap: 0.384 hartree
- SMILES: C=NCCCCO

Geometry (Å):
C1 1.3827 0.1976 2.3992
N1 0.5665 0.7452 1.5847
C2 1.0258 1.0477 0.2567
C3 0.0651 1.2079 -0.8380
C4 -1.1369 0.3051 -0.6222
C5 -0.7080 -1.2339 -0.6148
O1 -1.2017 -1.8070 -1.8195
H1 1.0754 -0.1963 3.4197
H2 2.4464 0.0436 2.0977
H3 1.5773 1.9664 0.3779
H4 1.7942 0.1540 -0.0150
H5 -0.3270 2.1700 -0.9176
H6 0.5789 0.8524 -1.7120
H7 -1.7701 0.5416 0.2306
H8 -1.6617 0.3767 -1.6128
H9 0.3426 -1.2612 -0.5721
H10 -0.9288 -1.8550 0.2541
H11 -1.2520 -2.6986 -1.5734

Forces on atoms 1 to 2 (eV/Å):
-0.433 0.033 -0.299
-0.463 -1.094 1.657

=====

6.
The following is a DFT calculation (wB97M-V/def2-TZVPD) of a molecular structure, C2H5CoFO2 in a non-equilibrium geometry.

Output
- Charge: +1
- Total energy: -46584.0825 eV
- Kohn-Sham gap (alpha / beta): 0.442 / 0.261 hartree
- Multiplicity: 5

Geometry (Å):
O1 0.6855 0.5588 -1.7327
C1 -0.4440 0.5090 -0.9849
O2 -0.2120 -0.4820 0.0392
C2 -0.7595 -0.1944 1.3038
Co1 1.9474 -0.4976 -1.0116
H1 -1.3272 0.1486 -1.5465
H2 -0.6633 1.4738 -0.4797
H3 -0.9652 -1.1399 1.8235
H4 -1.6960 0.3798 1.2071
H5 -0.0391 0.3883 1.8944
F1 3.4735 -1.1446 -0.5126

Forces on atoms 1 to 2 (eV/Å):
-0.193 0.280 -0.379
-0.489 -0.769 1.413